C9H17N2 | ωB97M-V/def2-TZVPD

Each atom is followed by the atoms it is bonded to, with distances in Å.
Positions of all 28 atoms, in Å:
1 C 3.77 0.99 0.17  C2 1.473, H12 1.078, H13 1.138, H14 1.085
2 C 2.32 1.04 0.40  C1 1.473, N3 1.235, H15 1.161
3 N 1.52 0.11 0.53  C2 1.235, C4 1.460
4 C 1.62 -1.32 0.24  N3 1.460, C5 1.537, H16 1.087, H17 1.081
5 C 0.17 -1.82 0.21  C4 1.537, C6 1.518, C10 1.516, H18 1.075
6 C -0.95 -1.33 1.10  C5 1.518, N7 1.501, C10 1.551, H19 1.094
7 N -0.88 0.04 0.51  C6 1.501, C8 1.418, C10 1.509, H20 1.064
8 C -1.98 0.92 0.69  N7 1.418, C9 1.549, H21 0.990, H22 1.050
9 C -2.06 1.95 -0.46  C8 1.549, H23 1.104, H24 1.057, H25 1.152
10 C -1.01 -1.12 -0.43  C5 1.516, C6 1.551, N7 1.509, C11 1.446
11 C -2.00 -1.34 -1.47  C10 1.446, H26 1.066, H27 1.130, H28 1.074
12 H 4.05 -0.01 -0.12  C1 1.078
13 H 4.28 1.39 1.10  C1 1.138
14 H 4.13 1.72 -0.56  C1 1.085
15 H 1.85 2.10 0.47  C2 1.161
16 H 2.20 -1.83 1.01  C4 1.087
17 H 2.11 -1.58 -0.68  C4 1.081
18 H 0.13 -2.83 -0.18  C5 1.075
19 H -1.61 -1.67 1.91  C6 1.094
20 H 0.12 0.30 0.77  N7 1.064
21 H -2.89 0.55 0.81  C8 0.990
22 H -1.76 1.50 1.54  C8 1.050
23 H -2.79 2.74 -0.21  C9 1.104
24 H -1.07 2.14 -0.78  C9 1.057
25 H -2.49 1.51 -1.43  C9 1.152
26 H -2.22 -2.38 -1.48  C11 1.066
27 H -1.66 -0.97 -2.48  C11 1.130
28 H -2.88 -0.79 -1.19  C11 1.074

Properties
DFT total energy = -12578.597 eV
net charge = +1
M = 153.2 g/mol
spin multiplicity = 1
F_max = 0.0937 Eh/bohr
energy above the lowest of the compared OMol25 structures with the same formula, charge and spin = 105.5 kcal/mol
frontier orbital gap = 10.567 eV

---

C16H27F3N2O4PS | ωB97M-V/def2-TZVPD

Each atom is followed by the atoms it is bonded to, with distances in Å.
Positions of all 54 atoms, in Å:
1 C -4.35 2.94 0.63  C2 1.571, H28 1.127, H29 1.126, H30 1.119
2 C -3.80 2.40 -0.75  C1 1.571, O3 1.438, H31 1.127, H32 1.123
3 O -2.57 1.67 -0.67  C2 1.438, C4 1.413
4 C -2.49 0.84 0.47  O3 1.413, C5 1.577, H33 1.130, H34 1.130
5 C -1.35 -0.24 0.34  C4 1.577, C6 1.484, C23 1.491
6 C -1.62 -1.62 -0.12  C5 1.484, P7 1.876, C10 1.444
7 P -3.34 -2.21 -0.56  C6 1.876, O8 1.685, O9 1.683
8 O -3.14 -3.73 -1.25  P7 1.685, H35 0.983
9 O -3.95 -1.14 -1.71  P7 1.683, H36 0.982
10 C -0.52 -2.56 -0.20  C6 1.444, N11 1.391, H37 1.118
11 N 0.79 -2.23 0.14  C10 1.391, C12 1.485, C18 1.392
12 C 1.78 -3.32 -0.03  N11 1.485, O13 1.426, H38 1.126, H39 1.124
13 O 2.29 -3.82 1.21  C12 1.426, C14 1.387
14 C 1.31 -4.44 1.97  O13 1.387, F15 1.366, F16 1.362, F17 1.363
15 F 0.67 -3.51 2.74  C14 1.366
16 F 0.41 -5.17 1.26  C14 1.362
17 F 1.95 -5.29 2.83  C14 1.363
18 C 1.13 -0.96 0.59  N11 1.392, C19 1.563, C23 1.475
19 C 2.60 -0.62 0.99  C18 1.563, C20 1.581, H40 1.125, H41 1.128
20 C 3.31 0.41 0.02  C19 1.581, C21 1.591, H42 1.129, H43 1.117
21 C 3.93 1.69 0.74  C20 1.591, N22 1.481, H44 1.126, H45 1.127
22 N 4.48 1.44 2.09  C21 1.481, H46 1.028, H47 1.025
23 C 0.07 0.06 0.68  C5 1.491, C18 1.475, C24 1.558
24 C 0.40 1.52 1.13  C23 1.558, S25 1.851, H48 1.125, H49 1.125
25 S 0.33 2.74 -0.26  C24 1.851, C26 1.838
26 C 0.65 1.92 -1.87  S25 1.838, C27 1.576, H50 1.119, H51 1.128
27 C -0.14 2.57 -3.08  C26 1.576, H52 1.126, H53 1.116, H54 1.130
28 H -5.06 3.78 0.39  C1 1.127
29 H -3.55 3.38 1.29  C1 1.126
30 H -4.89 2.19 1.25  C1 1.119
31 H -3.59 3.31 -1.38  C2 1.127
32 H -4.63 1.85 -1.27  C2 1.123
33 H -2.26 1.40 1.42  C4 1.130
34 H -3.45 0.25 0.62  C4 1.130
35 H -2.94 -3.56 -2.20  O8 0.983
36 H -3.31 -1.11 -2.45  O9 0.982
37 H -0.74 -3.60 -0.55  C10 1.118
38 H 2.66 -2.87 -0.57  C12 1.126
39 H 1.40 -4.12 -0.72  C12 1.124
40 H 3.25 -1.53 1.04  C19 1.125
41 H 2.54 -0.26 2.06  C19 1.128
42 H 4.18 -0.13 -0.46  C20 1.129
43 H 2.67 0.77 -0.82  C20 1.117
44 H 4.77 2.05 0.09  C21 1.126
45 H 3.19 2.54 0.80  C21 1.127
46 H 3.70 1.52 2.75  N22 1.028
47 H 4.80 0.47 2.20  N22 1.025
48 H 1.45 1.57 1.55  C24 1.125
49 H -0.34 1.87 1.90  C24 1.125
50 H 0.45 0.82 -1.90  C26 1.119
51 H 1.74 2.05 -2.09  C26 1.128
52 H -1.17 2.14 -3.17  C27 1.126
53 H -0.12 3.68 -3.09  C27 1.116
54 H 0.40 2.23 -4.01  C27 1.130

Properties
DFT total energy = -56468.953 eV
net charge = +1
M = 431.4 g/mol
spin multiplicity = 1
F_max = 0.0530 Eh/bohr
frontier orbital gap = 6.906 eV

---

C2HNO3S | ωB97M-V/def2-TZVPD

Each atom is followed by the atoms it is bonded to, with distances in Å.
Positions of all 8 atoms, in Å:
1 C -1.63 -0.96 -0.28  N3 1.248, O4 1.125
2 C 0.19 -0.03 -0.90  N3 1.445, S7 1.709
3 N -0.93 0.03 0.01  C1 1.248, C2 1.445, H8 1.099
4 O -2.22 -1.78 -0.77  C1 1.125
5 O 2.84 0.72 -0.44  S7 1.481
6 O 1.09 1.16 1.27  S7 1.472
7 S 1.51 0.37 0.10  C2 1.709, O5 1.481, O6 1.472
8 H -0.84 0.49 1.01  N3 1.099

Properties
DFT total energy = -20552.209 eV
M = 119.1 g/mol
spin multiplicity = 1
F_max = 0.0686 Eh/bohr
energy above the lowest of the compared OMol25 structures with the same formula, charge and spin = 130.8 kcal/mol
frontier orbital gap = 7.840 eV

---

C6H11N4 | ωB97M-V/def2-TZVPD

Each atom is followed by the atoms it is bonded to, with distances in Å.
Positions of all 21 atoms, in Å:
1 C 1.67 2.01 -0.16  N7 1.312, N8 1.319, H11 1.154
2 C 2.74 -1.21 0.06  C3 1.306, N9 1.201
3 C 2.78 -2.52 0.05  C2 1.306, H12 1.174, H13 1.116
4 C -2.30 0.48 1.36  C6 1.599, H14 1.090, H15 1.154, H16 1.106
5 C -1.73 -0.50 -1.12  C6 1.496, H17 1.096, H18 1.124, H19 1.044
6 C -1.64 0.59 -0.10  C4 1.599, C5 1.496, N10 1.492, H20 1.107
7 N 0.36 1.91 -0.13  C1 1.312, N10 1.260
8 N 2.65 1.14 -0.07  C1 1.319, N9 1.204
9 N 2.45 -0.05 0.05  C2 1.201, N8 1.204
10 N -0.17 0.77 0.03  C6 1.492, N7 1.260, H21 0.956
11 H 2.01 3.04 -0.54  C1 1.154
12 H 1.79 -3.09 -0.21  C3 1.174
13 H 3.70 -3.04 0.42  C3 1.116
14 H -3.38 0.45 1.20  C4 1.090
15 H -1.89 -0.49 1.85  C4 1.154
16 H -2.14 1.38 1.98  C4 1.106
17 H -2.77 -0.83 -1.26  C5 1.096
18 H -1.20 -1.42 -0.76  C5 1.124
19 H -1.27 -0.13 -1.98  C5 1.044
20 H -2.02 1.53 -0.54  C6 1.107
21 H 0.35 -0.01 -0.13  N10 0.956

Properties
DFT total energy = -12347.280 eV
net charge = +1
⟨S²⟩ = 2.029
M = 139.2 g/mol
spin multiplicity = 3
F_max = 0.1513 Eh/bohr
energy above the lowest of the compared OMol25 structures with the same formula, charge and spin = 77.2 kcal/mol
frontier orbital gap (spin up / spin down) = 8.351 / 7.014 eV

---

Look up the spin multiplicity of the first one. 1